# C47H120N6O17

10 unconnected molecules or ions with the total composition C47H120N6O17 (the ωB97M-V functional and the def2-TZVPD basis, the OMol25 dataset).

Properties
Total energy: -3469.931939 a.u.
Net charge: 0
SMILES string: COCCNCCOC.COCCNCCOC.COCCNCCOC.COCCNCCOC.COCCNCCOC.COCCNCCOC.CC(C)O.CC(C)O.CC(C)O.OCCO

```
190
Properties=species:S:1:pos:R:3:forces:R:3:lowdin_charge:R:1
C 5.261 -2.027 7.568 -0.475 0.795 0.234 -0.11
O 5.563 -0.833 6.854 1.233 -1.553 -0.721 -0.19
C 4.501 0.068 6.670 -0.001 -0.045 0.703 -0.23
C 3.156 -0.469 6.247 0.575 -0.165 -0.559 -0.22
N 3.151 -0.763 4.788 -1.980 -0.438 0.998 -0.03
C 1.799 -1.303 4.475 0.879 0.530 -2.201 -0.20
C 1.875 -1.692 2.955 -0.668 0.486 2.045 -0.20
O 2.849 -2.731 2.896 -0.193 0.157 -0.831 -0.18
C 2.962 -3.352 1.619 -0.571 0.513 -0.229 -0.08
H 6.131 -2.615 7.857 0.373 0.299 -0.779 0.09
H 4.554 -2.627 6.995 0.032 -0.290 0.162 0.08
H 4.840 -1.768 8.540 -0.559 0.059 0.162 0.08
H 4.775 0.741 5.857 0.381 0.209 0.316 0.12
H 4.473 0.556 7.644 -0.721 0.713 -0.043 0.12
H 2.443 0.328 6.461 -0.124 0.167 -0.364 0.12
H 2.810 -1.298 6.866 0.061 -0.347 0.048 0.10
H 3.620 -1.622 4.540 1.464 0.147 0.534 0.09
H 1.036 -0.537 4.611 -0.151 -0.179 0.148 0.10
H 1.612 -2.226 5.024 -0.379 0.025 0.317 0.11
H 2.093 -0.770 2.416 0.734 -0.094 -0.371 0.11
H 0.856 -1.932 2.652 -0.031 -0.878 -0.319 0.10
H 3.717 -4.137 1.607 -0.158 0.023 0.440 0.10
H 3.204 -2.657 0.815 0.342 0.467 0.125 0.06
H 1.984 -3.722 1.312 -0.134 -0.527 0.126 0.07
C 4.881 -1.449 -1.352 0.533 0.826 -0.826 -0.11
O 3.957 -0.403 -1.165 -0.348 0.950 1.993 -0.24
C 4.188 0.388 0.053 -0.153 -1.133 -0.642 -0.15
C 5.126 1.604 -0.043 0.015 -1.264 -0.140 -0.20
N 4.557 2.706 0.661 -0.454 0.857 -1.210 -0.09
C 5.505 3.807 0.809 0.672 -0.325 2.022 -0.19
C 6.347 4.292 -0.360 -0.056 -0.610 -1.080 -0.18
O 7.351 3.328 -0.844 -0.220 1.455 -0.591 -0.21
C 8.060 3.789 -2.047 0.187 -0.252 1.266 -0.09
H 5.113 -2.085 -0.498 -0.374 0.101 0.354 0.08
H 5.794 -0.934 -1.653 0.573 -0.563 -0.208 0.09
H 4.503 -2.048 -2.180 0.106 -0.026 0.038 0.10
H 4.587 -0.253 0.839 0.278 -0.463 -0.124 0.11
H 3.214 0.624 0.481 -0.326 0.548 -0.567 0.11
H 5.381 1.920 -1.055 -0.130 -0.380 -0.064 0.12
H 6.034 1.291 0.473 0.612 0.049 -0.335 0.12
H 4.188 2.356 1.534 0.110 0.555 0.361 0.13
H 6.198 3.557 1.612 0.592 -0.307 0.115 0.12
H 4.969 4.626 1.288 -0.122 0.446 -0.634 0.12
H 6.844 5.219 -0.074 0.093 -0.004 0.197 0.12
H 5.663 4.544 -1.170 -0.001 0.002 -0.418 0.12
H 7.415 4.011 -2.896 -0.234 -0.458 0.033 0.08
H 8.846 3.059 -2.243 -0.643 -0.581 -0.295 0.08
H 8.701 4.662 -1.925 -0.437 0.635 0.736 0.07
C -6.083 -3.151 -3.263 1.152 0.224 0.343 -0.06
O -4.697 -2.873 -2.873 -1.450 -1.148 -0.809 -0.19
C -4.456 -1.832 -1.974 -0.399 0.347 0.692 -0.24
C -3.855 -0.661 -2.699 -0.624 -0.345 0.197 -0.21
N -2.578 -0.942 -3.258 1.045 0.149 -0.753 -0.06
C -2.232 -0.048 -4.379 0.664 -0.339 -0.113 -0.16
C -1.090 -0.674 -5.151 0.849 -0.180 -0.791 -0.21
O -1.525 -1.770 -5.961 -0.628 -0.114 0.226 -0.20
C -0.640 -2.445 -6.860 -0.505 0.951 0.469 -0.09
H -6.684 -3.564 -2.453 0.216 0.043 0.352 0.08
H -6.041 -3.909 -4.046 0.148 0.196 -0.018 0.08
H -6.594 -2.261 -3.633 0.146 0.156 -0.106 0.08
H -3.865 -2.232 -1.149 0.314 0.093 -0.036 0.10
H -5.353 -1.415 -1.515 -0.467 -0.345 0.069 0.13
H -3.807 0.186 -2.015 -0.018 0.257 -0.155 0.12
H -4.577 -0.509 -3.502 -0.290 0.707 -0.159 0.12
H -2.582 -1.862 -3.675 -0.250 -0.414 0.063 0.12
H -1.856 0.914 -4.030 -0.101 0.078 0.317 0.12
H -3.079 0.147 -5.036 -0.249 -0.080 -0.097 0.12
H -0.356 -0.985 -4.408 0.240 -0.413 0.160 0.11
H -0.539 0.033 -5.771 -0.218 0.341 -0.136 0.10
H 0.267 -2.767 -6.348 -0.042 -0.410 -0.007 0.08
H -0.340 -1.830 -7.709 0.096 0.490 0.048 0.07
H -1.254 -3.231 -7.300 0.343 -0.337 0.362 0.08
C -2.895 2.781 -0.280 0.261 -1.235 -1.151 -0.15
O -3.263 3.459 0.863 -0.600 0.930 0.570 -0.18
C -4.189 4.526 0.641 0.097 0.128 0.101 -0.22
C -4.873 4.861 1.956 -0.266 0.080 -0.465 -0.21
N -5.634 6.122 1.874 0.884 0.364 -0.232 -0.06
C -6.006 6.608 3.188 -1.134 -0.097 0.243 -0.22
C -6.807 7.932 3.286 0.688 -1.040 -0.699 -0.20
O -8.070 7.786 2.619 1.341 -0.155 0.607 -0.18
C -8.900 8.875 2.866 -1.230 0.192 -1.141 -0.14
H -2.541 3.356 -1.135 0.036 0.672 0.153 0.09
H -3.708 2.167 -0.670 -0.479 -0.066 -0.043 0.08
H -2.099 2.064 -0.083 0.069 0.150 0.439 0.06
H -5.003 4.273 -0.039 0.128 -0.501 -0.475 0.12
H -3.690 5.392 0.206 0.218 0.137 0.102 0.12
H -4.116 4.868 2.739 -0.169 0.256 0.149 0.12
H -5.571 4.038 2.114 0.069 -0.329 0.602 0.12
H -6.503 5.929 1.397 -0.020 0.081 -0.298 0.11
H -5.144 6.623 3.855 0.113 0.311 -0.143 0.12
H -6.690 5.863 3.594 -0.209 -0.184 0.682 0.11
H -6.255 8.780 2.879 0.058 0.102 -0.224 0.12
H -6.913 8.095 4.359 -0.431 0.170 0.177 0.11
H -9.046 9.063 3.930 -0.088 0.111 -0.007 0.09
H -9.827 8.670 2.332 -0.504 -0.568 0.686 0.09
H -8.680 9.779 2.298 1.165 0.432 0.402 0.08
C -0.606 1.411 2.691 0.658 -1.229 0.209 -0.07
O -1.127 0.118 3.111 -1.490 1.322 -0.529 -0.22
C -2.550 -0.014 2.723 0.679 0.773 0.357 -0.18
C -3.224 -1.147 3.434 -0.002 -0.273 0.398 -0.22
N -3.601 -0.936 4.848 0.642 0.312 -0.347 -0.04
C -2.476 -0.783 5.786 -0.325 -0.064 -0.709 -0.18
C -1.432 -1.899 5.761 -1.418 0.007 -0.590 -0.22
O -2.092 -3.165 5.984 1.293 0.191 -0.402 -0.19
C -1.160 -4.225 5.708 -0.576 0.258 0.843 -0.10
H -1.087 2.277 3.148 -0.438 -0.181 -0.113 0.09
H -0.557 1.477 1.604 -0.504 0.145 -0.154 0.06
H 0.439 1.435 2.998 0.069 -0.112 0.254 0.07
H -2.615 -0.125 1.640 0.250 -0.452 -0.202 0.11
H -3.166 0.868 2.901 0.522 0.658 0.445 0.12
H -2.553 -1.994 3.290 -0.208 -0.623 -0.006 0.10
H -4.164 -1.300 2.904 0.136 -0.353 -0.100 0.12
H -4.198 -1.691 5.156 0.034 -0.113 -0.090 0.09
H -2.904 -0.638 6.778 0.136 -0.044 0.078 0.12
H -1.977 0.131 5.464 0.205 0.091 0.364 0.11
H -0.640 -1.644 6.465 0.119 -0.470 0.349 0.12
H -1.005 -1.919 4.758 0.277 0.001 -0.060 0.08
H -0.243 -4.015 6.259 0.184 -0.269 0.099 0.08
H -0.892 -4.372 4.662 -0.225 0.418 -0.339 0.08
H -1.618 -5.148 6.064 0.090 0.026 0.075 0.08
C 4.093 4.434 -8.085 0.544 1.224 0.443 -0.13
O 3.111 3.648 -7.454 0.169 0.280 -0.614 -0.18
C 3.039 2.371 -8.048 -1.036 -1.217 1.127 -0.21
C 1.786 1.555 -7.536 0.863 -0.550 -0.413 -0.17
N 2.023 0.694 -6.360 -0.725 0.931 -0.104 -0.07
C 2.392 1.431 -5.164 1.352 -0.521 -0.083 -0.20
C 3.086 0.462 -4.184 -0.758 -0.061 -0.053 -0.19
O 4.237 -0.223 -4.731 -1.264 -0.180 -0.415 -0.19
C 5.351 0.617 -4.812 0.358 -0.187 0.754 -0.11
H 4.236 5.368 -7.541 -0.392 -0.043 0.432 0.08
H 3.863 4.788 -9.090 -0.400 -0.553 -0.343 0.09
H 5.101 4.018 -8.089 -0.014 -0.682 -0.076 0.09
H 3.863 1.759 -7.681 0.597 -0.011 -0.231 0.11
H 3.090 2.414 -9.136 -0.178 0.157 -0.141 0.12
H 1.482 0.854 -8.313 0.131 0.093 -0.339 0.10
H 0.921 2.205 -7.409 0.103 0.149 0.427 0.12
H 2.704 -0.037 -6.505 0.133 0.085 -0.450 0.10
H 1.522 1.948 -4.759 0.010 -0.198 0.413 0.12
H 3.146 2.186 -5.388 -0.039 0.514 -0.139 0.09
H 2.350 -0.299 -3.925 0.229 -0.325 0.015 0.11
H 3.349 0.962 -3.252 0.193 0.097 0.005 0.09
H 6.242 0.105 -5.176 -0.369 -0.371 -0.493 0.09
H 5.612 0.813 -3.772 0.166 1.038 0.115 0.08
H 5.144 1.489 -5.433 0.249 0.278 0.232 0.08
C 1.054 -6.172 -0.447 -0.258 1.203 -1.004 -0.04
C -0.505 -6.267 -0.313 0.464 -0.260 -0.762 -0.50
C -1.330 -6.359 -1.626 0.648 1.681 0.218 -0.03
O -0.763 -7.491 0.240 -0.420 -2.842 1.701 -0.07
H 1.701 -6.275 0.424 -0.788 -0.226 0.712 0.07
H 1.353 -5.192 -0.820 -0.084 0.220 -0.327 0.05
H 1.466 -6.901 -1.145 -0.453 -0.136 -0.211 0.08
H -0.933 -5.605 0.440 0.239 1.222 -0.649 0.10
H -1.223 -5.419 -2.167 0.418 -0.140 -0.544 0.06
H -2.412 -6.389 -1.493 0.095 -0.388 0.653 0.07
H -1.023 -7.230 -2.205 0.154 0.201 -0.013 0.09
H -0.416 -7.437 1.133 -0.019 -0.560 0.209 0.09
C -4.461 -6.195 3.254 1.045 0.142 -1.332 -0.04
C -3.911 -4.982 2.482 -0.200 -0.098 -0.612 -0.48
C -3.816 -5.157 0.937 0.155 -0.595 0.670 -0.03
O -4.742 -3.861 2.700 -0.460 0.424 -0.074 -0.06
H -4.537 -6.006 4.324 -0.294 0.086 -0.095 0.08
H -3.708 -6.969 3.106 -0.126 -0.381 0.180 0.08
H -5.380 -6.516 2.763 -0.185 -0.027 0.447 0.08
H -2.929 -4.725 2.880 0.422 -0.168 -0.033 0.12
H -3.240 -4.369 0.451 -0.248 0.285 0.224 0.05
H -4.799 -5.245 0.475 -0.146 0.289 0.171 0.09
H -3.299 -6.074 0.654 0.110 -0.217 0.335 0.06
H -4.829 -3.776 3.652 -0.102 0.189 0.132 0.08
C -1.084 -2.662 -0.345 0.655 1.498 0.252 -0.02
C -0.231 -1.328 -0.443 0.767 -1.770 -0.728 -0.42
C 1.039 -1.613 -1.258 0.113 -0.093 0.324 -0.04
O -0.986 -0.307 -1.051 0.119 0.126 0.999 -0.08
H -0.537 -3.439 0.188 -0.150 0.171 0.324 0.06
H -1.290 -3.080 -1.331 0.070 0.256 -0.263 0.08
H -2.042 -2.404 0.107 0.037 -0.319 0.322 0.06
H 0.153 -0.949 0.504 -0.604 -0.200 0.438 0.12
H 1.579 -2.471 -0.858 0.018 -0.092 0.332 0.06
H 1.725 -0.769 -1.179 -0.085 -0.017 -0.409 0.06
H 0.856 -1.899 -2.294 -0.282 0.371 -0.172 0.08
H -1.460 -0.782 -1.736 -0.809 0.267 -1.311 0.03
C 1.794 3.519 -1.767 0.294 0.181 1.139 -0.22
C 0.586 2.857 -1.111 -0.818 -0.151 -2.021 -0.21
O -0.174 2.127 -2.107 0.650 0.611 0.221 -0.11
O 2.457 4.153 -0.667 -0.193 0.873 -0.731 -0.10
H 1.545 4.287 -2.499 -0.450 0.067 0.123 0.12
H 2.448 2.842 -2.318 0.013 -0.461 0.257 0.10
H -0.073 3.653 -0.765 0.186 0.075 0.529 0.11
H 0.895 2.210 -0.290 0.105 0.003 0.033 0.11
H -0.474 1.312 -1.698 -0.117 -0.579 0.098 0.01
H 3.212 3.644 -0.363 0.318 -0.658 0.274 0.01
```
Forces are in eV/Å.